19
Properties=species:S:1:pos:R:3 method="wB97M-V/def2-TZVPD" homo_lumo_gap_ev=8.093 spin_multiplicity=1 max_force_ha_per_bohr=0.1000 relative_energy_kcal_mol=49.6 lumo_ev=0.715 energy_ha=-685.03577
C 2.330 0.682 -0.586
C 1.897 -0.752 -0.955
C -1.752 0.719 -0.431
C -2.271 -0.994 1.093
N 1.312 1.055 0.364
N -1.301 -0.504 0.160
O 1.359 -1.367 0.184
P 0.685 -0.321 1.247
H 3.331 0.681 -0.047
H 2.369 1.400 -1.318
H 1.201 -0.522 -1.813
H 2.662 -1.385 -1.316
H -1.367 0.769 -1.438
H -2.875 0.708 -0.380
H -1.441 1.477 0.113
H -3.259 -0.871 0.669
H -2.118 -2.113 1.332
H -2.277 -0.437 2.092
H 1.514 1.777 1.030